1.
Entry from the Open Molecules 2025 dataset: C27H27N5ReS2 as an isolated structure (the ωB97M-V functional and the def2-TZVPD basis).

Frontier orbital gap (alpha / beta) = 0.2576 / 0.2391 hartree
DFT total energy = -2192.9774 Ha
Total charge = +2
2S+1 = 4
Energy above the lowest of the compared OMol25 structures with the same formula, charge and spin = 3.66 kcal per mole

The geometry in XYZ format:
```
62
C27H27N5ReS2 | the Open Molecules 2025 dataset | the ωB97M-V functional and the def2-TZVPD basis
Re -0.8014 -0.1426 -0.6874
C -3.2913 -1.7793 -0.4621
N -1.8015 -1.9927 -0.4678
C -1.3534 -2.5650 0.8445
C -1.4560 -1.5323 1.9544
N -0.7698 -0.2521 1.5630
C 0.6523 -0.2835 2.0316
C -1.4564 0.9041 2.1746
C -1.5167 1.0297 3.5548
C -2.1349 2.1342 4.1209
C -2.6909 3.1139 3.3097
C -2.6519 2.9797 1.9324
C -2.0401 1.8671 1.3628
S -2.1131 1.6782 -0.4017
C -1.4661 -2.8577 -1.6212
C -1.5096 -4.2398 -1.5361
C -1.2586 -4.9940 -2.6733
C -0.9812 -4.3682 -3.8821
C -0.9481 -2.9858 -3.9660
C -1.1900 -2.2194 -2.8308
S -1.1881 -0.4464 -2.9329
H -3.7727 -2.7414 -0.2831
H -3.5860 -1.3946 -1.4345
H -3.5691 -1.0654 0.3087
H -0.3273 -2.9087 0.7209
H -1.9629 -3.4333 1.0975
H -0.9872 -1.9413 2.8511
H -2.4902 -1.3094 2.2045
H 0.6898 -0.2609 3.1193
H 1.1916 0.5736 1.6289
H 1.1246 -1.2000 1.6837
H -1.0850 0.2743 4.1996
H -2.1775 2.2294 5.1970
H -3.1645 3.9803 3.7502
H -3.0983 3.7299 1.2929
H -1.7450 -4.7443 -0.6087
H -1.2917 -6.0729 -2.6144
H -0.7940 -4.9612 -4.7667
H -0.7377 -2.4949 -4.9069
C 3.3171 -1.8914 -0.8475
C 1.9409 -1.8555 -0.7762
N 1.2615 -0.7129 -0.9691
C 1.9343 0.4044 -1.2743
C 3.3153 0.4747 -1.3128
C 4.0094 -0.7166 -1.1070
C 4.0270 1.7135 -1.6479
C 3.7356 2.9791 -1.3415
C 2.6698 3.5730 -0.5115
C 2.5586 4.9575 -0.4837
C 1.5583 5.5079 0.3031
N 0.7409 4.7519 1.0300
C 0.9418 3.4448 0.9554
N 1.8454 2.8053 0.2225
H 3.8373 -2.8272 -0.7030
H 1.3630 -2.7504 -0.5908
H 1.3437 1.2857 -1.4980
H 5.0910 -0.7232 -1.1578
H 4.9264 1.5547 -2.2330
H 4.4149 3.7209 -1.7461
H 3.2250 5.5851 -1.0581
H 1.4091 6.5797 0.3541
H 0.2834 2.8320 1.5660
```

Mulliken atomic charge list, values in e, 6 entries: atom 1 (Re): 1.410, atom 2 (C): -0.946, atom 3 (N): 0.542, atom 4 (C): -0.780, atom 5 (C): -1.118, atom 6 (N): 0.898


2.
Entry from the Open Molecules 2025 dataset: C27H28BIrN4O4PS as an isolated structure (the ωB97M-V functional and the def2-TZVPD basis).

Frontier orbital gap (alpha / beta) = 0.2432 / 0.2405 hartree
DFT total energy = -2434.2768 Ha
Total charge = +1
Energy above the lowest of the compared OMol25 structures with the same formula, charge and spin = 100.79 kcal per mole

The geometry in XYZ format:
```
67
C27H28BIrN4O4PS | the Open Molecules 2025 dataset | the ωB97M-V functional and the def2-TZVPD basis
Ir -0.4793 -0.4895 -0.4221
O 1.3077 -4.0534 0.9996
C 1.2060 -2.8465 1.2049
O 0.4216 -2.0674 0.4953
C 1.9274 -2.2044 2.3532
P 2.2807 -0.4056 2.4867
C 3.0135 -0.0049 0.8489
C 3.2832 -0.9641 -0.1336
C 3.8544 -0.6032 -1.3514
C 4.1877 0.7200 -1.6017
C 3.9945 1.6693 -0.6061
C 3.4248 1.3050 0.6081
C 0.6554 0.4800 2.4731
C 0.6900 1.8532 2.7153
C -0.4716 2.6121 2.8099
C -1.7190 2.0120 2.6852
C -1.7873 0.6399 2.4902
C -0.6104 -0.1252 2.3873
H 2.8958 -2.6900 2.4391
H 1.3629 -2.4991 3.2389
H 3.0761 -2.0108 0.0633
H 4.0564 -1.3568 -2.1098
H 4.6148 1.0040 -2.5557
H 4.3011 2.6981 -0.7710
H 3.3067 2.0556 1.3857
H 1.6477 2.3434 2.8534
H -0.4025 3.6796 2.9931
H -2.6252 2.6046 2.7701
H -2.7521 0.1425 2.4479
H -0.6982 -1.1979 2.2865
S -0.0281 -0.9561 -2.6385
C 0.3446 -2.6748 -2.5066
N -0.5528 -3.6329 -2.6164
C 0.0770 -4.9706 -2.7185
C 1.5381 -4.6546 -2.3487
N 1.5488 -3.1737 -2.4320
H -1.5154 -3.4349 -2.8325
H -0.0220 -5.3489 -3.7316
H -0.3799 -5.6742 -2.0320
H 2.2500 -5.0877 -3.0427
H 1.7737 -4.9527 -1.3394
H 2.3374 -2.5965 -2.1754
C -3.9341 0.5778 -0.1687
C -3.4356 -0.6961 0.4122
N -2.2563 -1.2860 0.2264
C -2.2446 -2.4869 0.9556
C -3.4310 -2.6106 1.5751
N -4.1603 -1.4809 1.2206
H -3.1408 1.0919 -0.6919
H -4.3164 1.2374 0.6137
H -4.7440 0.3801 -0.8743
H -1.3853 -3.1432 0.9575
H -3.8247 -3.3797 2.2254
H -5.0982 -1.2742 1.5184
O -1.6294 2.1894 -1.3006
B -0.5798 1.5334 -0.6745
O 0.3867 2.3955 -0.2490
C -0.0765 3.6631 -0.6025
C 0.5202 4.8775 -0.3765
C -0.1791 6.0005 -0.8286
C -1.4043 5.8760 -1.4785
C -1.9868 4.6250 -1.7008
C -1.2880 3.5420 -1.2367
H 1.4815 4.9566 0.1200
H 0.2439 6.9864 -0.6721
H -1.9169 6.7665 -1.8219
H -2.9345 4.5157 -2.2179
```

Mulliken atomic charge list, values in e, 6 entries: atom 1 (Ir): 1.023, atom 2 (O): -0.712, atom 3 (C): 0.005, atom 4 (O): -0.282, atom 5 (C): -0.776, atom 6 (P): -0.349


3.
Entry from the Open Molecules 2025 dataset: C27H28CdIN3O2 as an isolated structure (the ωB97M-V functional and the def2-TZVPD basis).

Frontier orbital gap = 0.2168 hartree
DFT total energy = -1825.8838 Ha
Total charge = 0
Energy above the lowest of the compared OMol25 structures with the same formula, charge and spin = 10.05 kcal per mole

The geometry in XYZ format:
```
62
C27H28CdIN3O2 | the Open Molecules 2025 dataset | the ωB97M-V functional and the def2-TZVPD basis
C 3.4339 4.5832 -0.7271
C 4.6177 3.6846 -1.0974
H 3.1104 5.1857 -1.5829
H 3.6969 5.2715 0.0836
H 2.5749 3.9903 -0.3942
H 4.3114 2.8882 -1.7845
H 5.4130 4.2578 -1.5864
H 5.0483 3.2098 -0.2091
C -2.9631 1.3952 -2.5436
C -4.1734 1.3289 -3.2241
C -4.4244 0.2301 -4.0444
C -3.4565 -0.7614 -4.1540
H -2.7021 2.2226 -1.8878
H -4.8997 2.1265 -3.1084
H -5.3585 0.1447 -4.5909
H -3.6327 -1.6237 -4.7868
N -2.0255 0.4394 -2.6468
C -2.2584 -0.6360 -3.4429
C -1.1764 -1.6317 -3.4949
N -0.0709 -1.3568 -2.7409
C 0.9519 -2.2331 -2.7496
C -0.1889 -3.6966 -4.2647
C 0.9342 -3.4054 -3.4912
H 1.8022 -1.9640 -2.1334
H 1.7889 -4.0724 -3.4575
C -1.2483 -2.7984 -4.2616
H -2.1329 -3.0013 -4.8540
H -0.2393 -4.6041 -4.8578
Cd -0.1242 0.4072 -1.6643
I -0.3345 2.6351 -0.3766
C 3.3621 1.5011 1.9421
C 2.7240 0.1406 1.8166
C 3.4193 -0.8433 1.0963
C 2.9089 -2.1266 0.9705
C 1.6936 -2.4506 1.5529
C 0.9428 -1.4961 2.2553
N -0.2775 -1.9620 2.8356
C -1.4454 -1.2185 3.1607
C -1.9995 -1.4417 4.4372
C -3.1597 -0.7915 4.8502
C -3.8101 0.0754 3.9863
C -3.3093 0.2841 2.7050
C -2.1242 -0.3510 2.2503
C -1.7275 -0.0565 0.8323
O -2.5919 0.5995 0.1000
O -0.5555 -0.3460 0.2813
C 1.4647 -0.1699 2.4111
C 0.7419 0.8714 3.2458
H 2.6977 2.2716 1.4994
H 3.5516 1.7338 3.0111
H 4.3391 1.5488 1.4175
H 4.3759 -0.6224 0.6389
H 3.4617 -2.8798 0.4245
H 1.3197 -3.4621 1.4473
H -0.2774 -2.9464 3.1460
H -1.5129 -2.1174 5.1292
H -3.5583 -0.9614 5.8428
H -4.7137 0.5822 4.3030
H -3.8676 0.9596 2.0689
H -0.2135 1.1642 2.7869
H 0.5699 0.4756 4.2687
H 1.2969 1.8198 3.3628
```

Mulliken atomic charge list, values in e, 6 entries: atom 1 (C): -0.524, atom 2 (C): -0.722, atom 3 (H): 0.320, atom 4 (H): 0.253, atom 5 (H): -0.050, atom 6 (H): 0.215